4 unconnected molecules or ions with the total composition C37H78ClN2O20PS at a distorted geometry, computed with wB97M-V/def2-TZVPD.

Properties
Structure (SMILES): CC[C@H](C)[C@@]1(N(C(C)=O)C(C)=O)[C@@](C)(COCOCCO)[C@](N)(Cl)S(=O)(=O)O[C@]1(CCO)P(O)O.COCCOCCOC.COCCOCCOC.COCCOCCOC
Orbital gap in eV: 7.88
Net charge: 0

Cartesian coordinates (Å):
C 4.8694 0.3373 3.0092
C 4.5336 0.4683 1.4964
C 4.8238 -0.8632 0.7284
C 6.3425 -1.1750 0.7295
C 3.9790 -1.1403 -0.5793
N 4.9389 -1.1661 -1.7202
C 5.5843 0.0238 -2.2324
C 6.6174 0.9152 -1.5511
O 5.2727 0.4026 -3.3035
C 5.6041 -2.2462 -2.3805
C 5.3855 -2.5016 -3.8990
O 6.5086 -2.8623 -1.9573
C 3.2428 -2.5136 -0.2940
C 4.2345 -3.6546 0.1183
C 2.2923 -2.5569 0.9396
O 2.3664 -1.4765 1.8933
C 1.1849 -1.2839 2.6081
O 0.6906 -2.4598 3.2071
C -0.7116 -2.6064 3.0576
C -1.1167 -3.5232 1.8734
O -1.4765 -2.7171 0.7527
C 2.4682 -3.0577 -1.5743
N 1.2429 -3.7530 -1.2419
Cl 3.3510 -4.4221 -2.4740
S 1.9105 -1.7577 -2.7941
O 2.2354 -2.2509 -4.0840
O 0.4875 -1.6569 -2.7259
O 2.5547 -0.3529 -2.4637
C 2.8860 -0.1069 -1.0343
C 1.4800 -0.0233 -0.3858
C 0.4871 0.9095 -1.1131
O -0.0168 1.9177 -0.2166
P 3.4022 1.7798 -1.0595
O 3.0846 2.4388 -2.5451
O 2.6950 2.5644 0.2067
H 5.9344 0.5365 3.1413
H 4.2654 1.0872 3.5213
H 4.6403 -0.6566 3.3994
H 3.4504 0.5758 1.4697
H 5.0775 1.3255 1.1030
H 4.5491 -1.5248 1.5486
H 6.8879 -1.1473 -0.2065
H 6.8132 -0.4247 1.3751
H 6.5945 -2.1264 1.2042
H 7.5310 0.3363 -1.3539
H 6.9286 1.7336 -2.1915
H 6.2987 1.3456 -0.6035
H 6.3579 -2.2648 -4.3455
H 5.2068 -3.5492 -4.1031
H 4.6790 -1.8109 -4.3526
H 3.6290 -4.5607 0.2143
H 4.6178 -3.5198 1.1320
H 5.0714 -3.8870 -0.5307
H 2.3873 -3.4655 1.5393
H 1.2244 -2.5707 0.6898
H 0.4539 -0.7715 1.9653
H 1.4395 -0.5852 3.4160
H -1.1063 -2.9988 3.9985
H -1.2418 -1.6623 2.8852
H -1.9634 -4.1419 2.1820
H -0.2355 -4.1068 1.5803
H -2.2246 -3.1150 0.2957
H 0.8481 -4.1105 -2.1031
H 1.4418 -4.5062 -0.5948
H 0.9019 -0.9531 -0.3343
H 1.5160 0.3410 0.6394
H -0.4017 0.3527 -1.4194
H 0.8620 1.3455 -2.0472
H -0.9472 2.0403 -0.4391
H 2.2263 2.9032 -2.5296
H 2.3128 3.4228 -0.0346
C -7.9003 2.6782 -1.6520
O -7.1765 3.3183 -0.6197
C -6.7964 2.4836 0.4574
C -5.3026 2.5002 0.7483
O -4.4237 2.0896 -0.2875
C -4.3747 2.8298 -1.4983
C -3.9100 4.2749 -1.4127
O -4.7395 5.1098 -0.6274
C -4.0826 5.7873 0.4254
H -8.9748 2.8143 -1.4978
H -7.6280 3.1459 -2.6001
H -7.6668 1.6123 -1.7213
H -7.1255 1.4523 0.2940
H -7.3107 2.8533 1.3523
H -5.1353 1.7902 1.5633
H -4.9907 3.4667 1.1463
H -5.3218 2.7485 -2.0316
H -3.6455 2.3037 -2.1220
H -3.9129 4.6846 -2.4312
H -2.8708 4.3023 -1.0649
H -3.1728 5.2775 0.7536
H -4.7670 5.8439 1.2743
H -3.8430 6.8081 0.1096
C -2.8273 8.5675 -5.0578
O -2.1234 9.0490 -3.9300
C -2.4347 8.4097 -2.7076
C -1.2212 7.8399 -1.9868
O -0.4500 6.8566 -2.6606
C 0.2086 7.1946 -3.8733
C 1.2824 8.2692 -3.8073
O 0.8073 9.5369 -3.3976
C 1.4639 10.0948 -2.2765
H -3.7062 9.1908 -5.2466
H -2.1675 8.6331 -5.9251
H -3.1303 7.5232 -4.9414
H -3.1788 7.6191 -2.8525
H -2.8834 9.1651 -2.0514
H -1.5976 7.3414 -1.0882
H -0.5721 8.6344 -1.6163
H -0.5202 7.4138 -4.6535
H 0.7069 6.2741 -4.1910
H 1.6939 8.3885 -4.8178
H 2.1045 7.9236 -3.1709
H 1.9268 9.3352 -1.6410
H 0.7232 10.6322 -1.6808
H 2.2226 10.8110 -2.6066
C -5.4006 -8.4323 2.6554
O -4.6732 -7.9204 3.7544
C -4.8739 -8.6011 4.9794
C -3.5874 -9.0964 5.6253
O -2.7889 -10.0108 4.8917
C -2.2192 -9.6073 3.6564
C -1.2182 -8.4634 3.6913
O -1.7559 -7.2375 4.1527
C -1.0715 -6.6651 5.2497
H -6.3302 -7.8701 2.5250
H -4.7942 -8.3059 1.7563
H -5.6227 -9.4969 2.7664
H -5.5671 -9.4394 4.8566
H -5.3390 -7.8908 5.6730
H -3.8807 -9.6356 6.5305
H -2.9787 -8.2624 5.9772
H -3.0007 -9.4239 2.9185
H -1.6776 -10.4856 3.2942
H -0.8679 -8.2972 2.6640
H -0.3432 -8.7634 4.2776
H -0.5298 -7.4066 5.8416
H -1.8096 -6.1896 5.8997
H -0.3869 -5.8928 4.8839